# 1
A structure of composition C34H53BN10O2PS2Se4SiY. Source: OMol25; level of theory: ωB97M-V with the def2-TZVPD basis set.

Summary:
calculated total energy = -13122.00594 Ha
Kohn-Sham gap = 5.799 eV
relative energy (zero: lowest compared OMol25 entry of this formula, charge and spin) = 0.236 eV

Geometry as ORCA input:
```
! wB97M-V def2-TZVPD RIJCOSX def2/J DEFGRID3
* xyz -2 1
N -0.26 2.68 -1.80
H 2.82 -0.96 -1.49
H 2.06 -4.71 3.94
C -1.39 1.07 -2.67
C 3.35 0.88 -2.61
C 2.72 0.10 -1.64
H 5.72 -1.85 3.06
P -1.03 -2.83 -2.86
H 1.22 5.16 0.94
O -0.33 -4.09 -3.60
H 1.08 7.53 -2.16
C 2.89 2.15 -2.35
C 0.78 4.25 1.31
H 3.11 -3.42 5.63
C 2.75 4.96 -1.09
C 3.28 1.65 2.40
H 0.74 -1.48 4.80
C 2.18 0.79 4.43
N 0.63 3.18 0.51
H 5.53 -0.06 1.37
H 0.55 -1.24 -4.45
H -0.98 0.52 -5.16
H -0.66 4.21 -3.18
N -0.97 -2.64 1.00
C 5.35 -2.50 2.26
H 1.81 -4.10 2.31
C 1.49 6.59 -1.83
H 2.38 1.72 1.79
H -0.86 -7.29 -2.73
H -0.99 -6.56 -4.34
H 0.78 -3.44 0.30
C -1.57 2.19 -3.50
C 3.81 -2.86 0.37
C 0.26 3.95 2.55
H 4.03 0.57 -3.38
C -0.22 2.65 2.42
H 4.75 1.36 4.60
C 4.59 0.41 4.08
H 3.04 -2.48 -0.30
H 0.94 -5.58 -3.08
H -2.18 2.25 -4.39
C -2.57 -4.19 1.85
H -0.16 -0.06 -6.62
H 4.37 -2.61 4.69
H -0.15 -5.08 -1.79
H 0.23 -5.78 0.86
H 2.18 0.08 5.26
C -0.09 -5.28 -2.86
H 4.27 -0.03 0.16
Se -3.46 1.84 1.29
C 3.23 0.45 3.37
N -4.89 -4.69 2.86
N 2.08 2.10 -1.28
C -0.83 3.18 -2.91
H 0.21 4.59 3.42
N 0.72 5.52 -1.81
H -1.83 0.09 -2.74
C 2.79 6.31 -1.38
N 1.50 4.51 -1.37
H 3.63 6.98 -1.27
N 0.00 2.18 1.19
H 3.07 3.08 -2.87
H 5.66 -1.09 -0.05
H 3.45 -4.30 2.93
H 3.19 -1.67 5.60
S -2.65 -3.26 -1.90
H 0.78 -3.22 5.13
S 0.44 -1.92 -1.85
H 3.41 -3.77 0.83
C 2.43 -3.99 3.19
H 1.17 0.82 4.03
C 3.32 -2.56 4.98
H -2.09 -6.04 -3.04
B 0.95 3.13 -0.98
H -1.82 -0.57 -6.27
H 6.21 -2.73 1.61
Se -1.38 -0.32 3.40
H 3.35 2.58 2.98
N 1.95 0.82 -0.85
H 4.67 -0.39 4.81
C -1.07 -6.36 -3.27
C 4.95 -0.68 0.69
C -3.86 -4.43 2.42
H 3.49 4.30 -0.69
H 5.42 0.30 3.38
Si 2.63 -1.17 2.39
H -0.71 2.03 3.14
H -2.03 -6.27 1.86
H -0.05 -2.35 -5.70
C -0.16 -3.68 0.76
C 0.94 -2.46 4.35
H 5.04 -3.44 2.72
C 4.25 -1.83 1.42
C -0.85 -0.33 -5.82
H 4.13 1.61 1.73
C -0.33 -1.52 -5.04
C 2.35 -2.58 3.79
H 0.18 -2.61 3.58
Se -2.96 -0.05 0.05
Y -0.06 -0.21 0.57
C -2.16 -2.89 1.55
O -1.37 -1.95 -4.16
Se -3.39 0.90 3.44
H -2.80 -2.04 1.72
C -0.49 -5.00 1.06
H 2.40 1.78 4.85
N -0.60 1.37 -1.65
C -1.72 -5.26 1.61
H 4.67 -3.17 -0.24
*
```



# 2
A cluster of 9 separate species, C34H53ClN2O18 in total in a non-equilibrium geometry. Source: OMol25; level of theory: ωB97M-V with the def2-TZVPD basis set.

Summary:
calculated total energy = -3251.34884 Ha
SMILES string = NCOC(=O)NCl.O=C1CCCO1.O=C1CCCO1.O=C1CCCO1.O=C1CCCO1.O=C1CCCO1.O=C1CCCO1.O=C1CCCO1.O=C1CCCO1
Kohn-Sham gap = 9.768 eV

Geometry as ORCA input:
```
! wB97M-V def2-TZVPD RIJCOSX def2/J DEFGRID3
* xyz 0 1
H 3.66 0.45 5.90
H 5.92 -4.37 7.54
H -1.61 4.91 -1.09
C -1.24 -2.94 0.99
O -3.20 -3.50 -7.57
O 0.45 5.58 -1.25
O 1.58 6.82 -2.97
C -0.02 -2.06 0.98
H -1.03 2.61 1.34
H -0.08 -1.86 -9.35
O -3.05 -2.85 -0.61
H -4.56 -5.37 -3.59
C -2.14 -2.89 -7.69
C 0.26 -1.90 -0.49
H 1.78 1.49 -4.38
O -3.65 3.52 -1.62
C 2.11 2.92 -1.95
C 2.42 -1.33 6.02
H -2.02 -3.72 -3.80
C -4.90 2.92 -1.98
C -0.95 5.89 -0.92
H -1.89 -2.72 1.84
C 6.45 -3.24 9.30
H 1.02 -2.13 -7.19
O 0.89 0.10 4.98
H -1.04 -3.44 -5.93
H 1.30 8.84 -1.10
C -1.84 -5.82 -4.08
N -1.52 7.09 -1.64
H -4.33 1.82 -3.72
O -2.92 2.65 2.17
C -0.59 -1.43 -8.48
C -2.55 -4.63 -3.51
H -0.52 -0.34 -8.53
H 1.11 3.30 -2.19
O 2.29 1.10 3.48
H -0.27 -1.08 1.41
H -5.33 0.88 -2.61
C 3.19 -0.29 5.24
C 2.63 1.44 -3.70
O -1.96 -1.82 -8.52
O 2.11 -0.51 -2.36
H 3.49 0.96 -4.19
H -1.47 4.13 2.15
H -4.39 -3.76 -4.31
H -3.26 -4.69 -6.26
O 1.97 1.59 -1.45
C 5.67 -2.10 9.91
O -1.54 2.74 -1.20
N 1.67 7.91 -0.79
H -1.99 1.03 4.75
H 6.30 -1.24 10.12
H 2.85 3.61 -3.88
H -0.28 -1.26 -6.37
H 6.88 -3.92 10.04
H 0.07 2.33 3.49
H 4.05 2.81 -2.85
H -3.47 0.63 -1.06
H -1.35 0.39 3.20
C -0.86 -3.23 -6.99
H 0.88 -2.71 -0.89
H 7.28 -2.83 8.70
H -0.97 -4.00 0.97
C 4.67 -1.79 8.83
H -5.45 3.59 -2.64
H -1.01 6.09 0.25
H 1.00 -0.02 7.03
O 4.00 -0.78 8.76
C 5.44 -3.89 8.40
C 2.23 0.70 -2.46
O -0.81 -6.31 -3.63
C -3.27 1.22 -1.96
H -2.60 0.68 -2.63
C -0.06 -1.97 -7.18
C -3.10 1.58 2.99
C -1.54 3.04 2.20
H -4.42 -5.99 -5.86
H 3.93 -0.75 4.59
C -1.90 -2.58 -0.31
H 2.55 3.55 -1.18
H -5.48 2.76 -1.07
H -1.23 3.21 4.32
C -1.01 2.50 3.51
C 1.06 -0.69 6.16
C 2.11 0.38 4.44
H 2.87 -1.59 6.98
H 0.26 -1.43 6.23
H -1.37 7.06 -2.68
H 5.13 -2.42 10.81
C -2.69 2.55 -1.56
H 4.83 -4.63 8.92
C -1.82 1.24 3.70
C 2.99 2.80 -3.16
C 1.21 6.77 -1.67
H 0.75 -0.95 -0.72
H -0.40 -4.08 -7.48
Cl 1.43 7.61 0.89
H 2.33 -2.24 5.42
O -4.15 0.97 3.11
C -3.90 -4.73 -4.18
H -1.25 8.00 -1.21
C -4.54 1.63 -2.67
O -1.02 -1.95 -1.13
O 4.60 -2.83 7.95
H -2.64 -4.71 -2.42
C -3.57 -5.40 -5.49
H 0.83 -2.47 1.53
O -2.48 -6.27 -5.20
*
```



# 3
A structure of composition C34H53CsN7O4P3S5 in a non-equilibrium geometry. Source: OMol25; level of theory: ωB97M-V with the def2-TZVPD basis set.

Summary:
calculated total energy = -5046.57238 Ha
Kohn-Sham gap = 3.108 eV
relative energy (zero: lowest compared OMol25 entry of this formula, charge and spin) = 4.366 eV

Geometry as ORCA input:
```
! wB97M-V def2-TZVPD RIJCOSX def2/J DEFGRID3
* xyz -2 1
C -1.87 -2.77 0.80
C -4.37 2.86 1.64
S -2.91 -2.03 -5.45
P -0.26 -3.32 0.12
H 2.60 2.13 3.67
C -4.36 -1.82 1.72
C 3.66 2.27 3.44
C -2.39 -3.20 2.03
C 1.67 -2.53 2.69
H -4.05 2.21 2.48
H -2.25 -1.49 -0.91
H 5.42 3.98 2.48
N 1.32 4.97 0.02
H 5.29 -0.10 -1.09
H -5.32 -1.45 2.08
H 5.04 -0.22 1.97
H 5.91 2.36 1.95
P 1.54 3.59 -0.84
S -1.82 -1.96 -2.53
H -4.42 -0.67 -0.09
H -0.12 6.12 1.08
C -0.04 -5.57 -3.29
C 0.43 -4.41 1.42
H -5.26 0.24 1.33
P 2.99 1.84 0.90
S -3.45 -1.03 -7.99
H 4.75 1.55 -1.35
O 1.67 -0.33 2.71
C -1.31 -6.12 -3.43
H -0.07 4.39 1.51
H 3.35 5.40 0.41
H 5.93 1.20 -0.08
N 3.95 0.62 0.36
H 3.02 5.87 -1.93
H -5.68 0.36 -0.43
N 1.02 -1.49 2.28
H 1.01 2.51 -3.39
C -2.62 -1.85 0.05
C -4.53 2.07 0.32
H -4.01 -3.06 3.44
H -6.05 3.45 -0.45
C 4.24 -0.48 1.27
H 2.63 -0.90 -1.47
H 2.22 6.55 1.10
S -0.97 1.21 -3.28
H 2.58 -2.38 3.31
C -5.56 0.93 0.51
C -2.16 -1.21 -4.15
N 1.95 4.11 -2.37
Cs 0.06 -0.17 -0.41
S -2.22 0.55 -6.06
C -2.00 -5.00 -1.41
H 3.35 -0.74 1.86
H 0.49 -7.74 2.27
H -4.36 3.87 -0.92
H 4.19 1.34 3.65
H 4.03 4.45 -2.25
H 1.97 -6.88 4.06
O 1.64 1.37 1.37
H -3.62 3.67 1.52
C 1.95 3.06 -3.39
H -3.28 -6.26 -2.59
O 0.36 2.66 -0.86
C 0.17 -5.80 1.39
H 1.09 0.37 2.35
H 5.27 3.54 0.79
H 4.53 -1.38 0.73
C 1.27 -3.94 2.46
H 3.21 5.31 -3.58
C -1.81 0.11 -4.47
C 0.03 5.11 0.68
H -2.54 2.31 -0.30
H -6.55 1.35 0.80
C 5.17 3.15 1.81
C -0.73 -4.43 -1.25
H -0.47 -6.23 0.63
N -2.63 0.59 0.70
C 0.72 -6.68 2.33
H 2.47 -4.48 4.19
H -5.20 2.49 -1.72
H 2.77 2.35 -3.23
C -2.93 -0.86 -6.67
H -3.21 -0.28 0.75
N -3.23 1.53 -0.16
C 0.25 -4.73 -2.21
H -5.34 3.31 1.94
H 2.40 4.95 1.84
H 2.06 3.49 -4.40
C -5.07 3.03 -0.76
N 3.82 2.67 2.05
H 0.73 -5.79 -4.03
H -2.80 -4.80 -0.69
C -3.86 -1.38 0.50
H -1.85 -3.89 2.66
C 1.55 -6.20 3.33
H 4.02 3.04 4.12
H 1.25 -4.31 -2.13
C 2.37 5.48 0.89
H -1.53 -6.77 -4.27
O 2.87 2.86 -0.33
H -0.79 4.93 -0.03
C 5.03 0.83 -0.57
C -3.63 -2.72 2.49
H -2.46 1.00 1.65
C 1.83 -4.84 3.39
C 3.11 4.96 -2.54
C -2.29 -5.83 -2.49
*
```



# 4
A structure of composition C34H54AlN2O5S2 in a non-equilibrium geometry. Source: OMol25; level of theory: ωB97M-V with the def2-TZVPD basis set.

Summary:
calculated total energy = -2852.77104 Ha
Kohn-Sham gap = 6.445 eV
relative energy (zero: lowest compared OMol25 entry of this formula, charge and spin) = 0.000 eV

Geometry as ORCA input:
```
! wB97M-V def2-TZVPD RIJCOSX def2/J DEFGRID3
* xyz -1 1
H 3.05 4.21 -3.83
H -0.39 3.08 3.82
C 1.57 1.97 1.84
C 2.64 3.67 -2.96
C 0.16 2.09 3.75
C -1.37 1.85 -3.95
C -1.92 0.00 0.72
H 2.72 2.28 -5.05
C -2.70 1.78 -3.10
H 2.90 4.25 -2.08
H 2.94 -2.41 1.54
H -3.13 3.73 -3.82
C 2.45 -0.75 -0.66
H 4.42 -2.26 -1.87
H -4.72 -2.73 1.72
H 1.70 3.04 1.82
C -3.11 3.22 -2.89
C -0.92 -1.16 5.33
H -3.47 0.18 -4.37
H -3.61 -3.06 -1.90
H -0.63 2.33 -3.30
C -3.77 1.18 -3.98
H -1.53 2.45 -4.82
H 3.26 0.76 -4.54
H -0.60 3.11 1.16
C 2.73 1.44 -1.69
H -3.90 -1.24 2.03
C -2.90 -0.13 -1.44
C 3.21 2.24 -2.91
H 3.35 -0.37 -2.58
H -1.86 -2.91 1.29
O 0.32 -4.93 2.30
N 0.23 1.62 2.37
H 2.29 1.58 2.58
H 1.34 -0.17 6.13
C 4.75 2.37 -2.87
H -4.09 3.27 -2.37
O 1.41 -0.82 1.52
H 0.65 -2.40 -1.55
H 2.00 0.27 4.56
C -2.40 1.13 -1.76
C 1.90 -0.09 0.45
H 1.15 2.19 4.17
H 0.65 -2.74 0.23
H 5.10 2.77 -1.91
H -4.88 -1.88 -1.61
C 2.90 0.06 -1.67
O -0.86 -4.34 4.37
C 3.42 -2.73 0.61
H 5.04 3.01 -3.73
O -0.03 -2.57 2.97
H -1.22 2.83 -1.04
C 2.23 2.07 -0.55
C -3.44 -2.12 0.07
C -2.69 -0.74 -0.23
H -3.43 -0.71 -2.19
H -0.61 -2.22 5.35
Al 0.01 -0.89 2.56
H 1.24 -3.95 -0.86
H -1.64 1.06 4.27
H -1.80 -3.44 -0.32
H -5.29 -1.27 0.82
C -0.58 1.07 4.61
H -4.95 -3.41 -0.81
C 1.34 -0.41 5.08
H -0.57 1.36 5.65
C 1.91 1.31 0.55
C 1.21 -2.87 -0.70
H 1.99 3.14 -0.56
H 1.56 3.61 -3.03
O -1.63 -0.53 1.97
H 5.24 1.41 -3.02
H -1.93 -1.12 4.90
H -2.44 3.79 -2.22
H -1.61 2.25 2.35
C -1.49 1.29 0.45
H 3.38 -3.81 0.57
H 3.53 -3.75 -1.97
H -1.07 0.84 -4.23
C 2.70 1.61 -4.20
H 1.64 1.30 -4.09
C 3.41 -2.68 -1.89
H 1.64 -1.43 4.95
H -3.98 1.81 -4.82
C 2.63 -2.25 -0.62
C -2.51 -3.19 0.50
N -0.06 -0.31 4.49
S 2.01 -3.97 4.42
H -3.01 -4.13 0.73
H 2.94 -2.32 -2.81
C -1.70 1.84 -0.79
S 0.26 -4.04 3.47
C -4.42 -1.79 1.24
H -4.72 1.00 -3.47
H -0.89 -0.70 6.32
C -0.89 2.13 1.57
C -4.25 -2.64 -1.15
H 4.49 -2.46 0.60
*
```